(1)
C12H17N | ωB97M-V/def2-TZVPD

Element x y z (Å)
N1 1.726 -0.823 -2.122
C1 1.298 0.220 1.846
C2 0.686 0.925 0.807
C3 -2.485 0.041 1.313
C4 2.127 -0.850 1.543
C5 0.875 0.123 -2.699
C6 -3.775 -0.401 0.585
C7 -2.207 -0.703 2.633
C8 1.680 -0.650 -0.761
C9 0.779 0.394 -0.471
C10 2.430 -1.247 0.248
C11 0.259 0.858 -1.748
C12 -0.655 2.053 -1.933
H1 2.551 -1.420 2.357
H2 -2.252 -0.006 3.475
H3 -3.602 -0.454 -0.489
H4 -1.621 -0.031 0.668
H5 -1.166 -1.026 2.642
H6 0.158 1.865 0.933
H7 1.948 -1.624 -2.687
H8 3.139 -2.038 0.055
H9 0.722 0.109 -3.767
H10 -2.904 -1.523 2.763
H11 1.022 0.502 2.850
H12 -4.637 0.209 0.850
H13 -4.027 -1.427 0.858
H14 -2.704 1.077 1.590
H15 -0.423 2.545 -2.867
H16 -1.683 1.689 -1.968
H17 -0.501 2.716 -1.089

Summary:
SMILES: Cc1c[nH]c2ccccc12.CCC
Energy in eV: -14209.5683
Gap between HOMO and LUMO in eV: 8.76

(2)
C12H17N | ωB97M-V/def2-TZVPD

Element x y z (Å)
N1 0.023 2.028 1.989
C1 -3.081 0.278 1.120
C2 1.970 -0.432 -2.532
C3 0.770 0.337 -3.183
C4 1.039 -1.986 1.672
C5 1.791 0.256 2.342
C6 -0.522 -0.127 1.617
C7 1.964 -1.110 2.270
C8 0.516 0.775 2.089
C9 -1.690 0.669 1.560
C10 -1.351 1.990 1.735
C11 -0.224 -1.495 1.542
C12 -0.635 -0.246 -3.183
H1 -3.736 1.143 1.196
H2 1.510 -1.012 -1.733
H3 0.964 0.361 -4.266
H4 -0.758 -1.329 -3.103
H5 2.287 -1.173 -3.261
H6 -1.043 -2.197 1.375
H7 2.845 0.112 -2.223
H8 1.362 -2.996 1.472
H9 -1.171 0.036 -4.094
H10 0.820 1.280 -2.619
H11 2.938 -1.432 2.608
H12 -2.018 2.813 1.531
H13 -3.561 -0.588 1.561
H14 -1.207 0.251 -2.372
H15 0.530 2.879 2.124
H16 2.581 0.921 2.682
H17 -2.913 -0.005 0.082

Summary:
SMILES: Cc1c[nH]c2ccccc12.CCC
Energy in eV: -14208.8874
Gap between HOMO and LUMO in eV: 8.64

(3)
C12H17N2 | ωB97M-V/def2-TZVPD

Element x y z (Å)
N1 -3.529 1.503 -0.400
N2 -0.872 -0.548 0.231
C1 0.143 -2.591 1.069
C2 3.537 0.775 0.605
C3 4.046 -0.056 -0.397
C4 1.339 0.276 -0.090
C5 3.182 -0.811 -1.169
C6 -3.047 0.233 -0.839
C7 -0.476 1.873 0.381
C8 -0.510 -2.039 0.102
C9 -2.345 -0.345 0.441
C10 -0.084 0.488 0.012
C11 1.845 -0.528 -1.064
C12 2.174 0.969 0.818
H1 0.328 2.550 0.081
H2 3.783 -1.514 -1.869
H3 -1.268 2.263 -0.185
H4 1.107 -0.975 -1.696
H5 -4.330 1.304 0.272
H6 1.680 1.585 1.563
H7 -3.881 2.047 -1.154
H8 -0.839 -2.529 -0.946
H9 5.044 -0.144 -0.518
H10 -0.871 1.814 1.435
H11 -2.270 0.382 -1.641
H12 0.322 -3.615 1.013
H13 -3.882 -0.432 -1.153
H14 0.460 -2.183 1.903
H15 -2.422 0.433 1.200
H16 4.396 1.139 1.190
H17 -2.763 -1.325 0.802

Summary:
SMILES: C=C/[N+](CCN)=C(/C)c1ccccc1
Energy in eV: -15690.8428
Gap between HOMO and LUMO in eV: 8.83
Charge: +1

(4)
C12H17N4O3 | ωB97M-V/def2-TZVPD

Element x y z (Å)
O1 -1.374 0.796 1.431
O2 0.819 -2.500 2.319
O3 -2.869 2.306 -0.653
N1 1.571 -1.006 0.231
N2 0.301 2.654 -1.786
N3 -2.936 0.360 -1.494
N4 -1.082 -0.716 -2.225
C1 -2.419 -0.700 -1.954
C2 1.852 -0.614 -1.151
C3 -0.342 0.996 2.479
C4 0.755 -0.154 2.351
C5 0.953 0.546 -1.597
C6 -0.294 0.432 -2.098
C7 0.064 -1.430 2.056
C8 1.643 0.125 1.204
C9 0.221 -1.587 0.535
C10 -2.316 1.585 -1.508
C11 1.358 1.958 -1.587
C12 -0.893 1.836 -2.096
H1 -0.830 -1.437 -2.863
H2 -0.903 -1.589 2.493
H3 1.287 -0.274 3.326
H4 2.135 -1.735 0.593
H5 2.644 0.389 1.456
H6 0.087 -2.535 0.155
H7 -2.066 1.445 1.530
H8 0.293 -3.240 2.516
H9 -1.145 2.076 -3.121
H10 2.299 2.316 -1.456
H11 -0.616 -0.963 -0.018
H12 2.880 -0.361 -1.333
H13 1.144 0.863 0.695
H14 -3.116 -1.507 -2.218
H15 0.128 2.003 2.331
H16 1.705 -1.405 -1.876
H17 -0.938 1.067 3.333

Summary:
SMILES: O=C1N=CNC2=C(C[N@H+]3C[C@@H](CO)[C@H](O)C3)C=N[C@H]12
Energy in eV: -24811.6234
Gap between HOMO and LUMO in eV: 8.90
Charge: +1

Number 2 is which compound?
C12H17N

Which value of energy does entry 2 give?
-14208.8874 eV